1.
C5H7N | wB97M-V/def2-TZVPD

Results
Structure (SMILES)   C1=C[C@H]2N[C@H]2C1
ΔE to the lowest compared entry with this formula, charge and spin   2.376 eV
E_tot   -249.3859 a.u.
Maximum force   2.88 eV Å⁻¹
Total charge   0

Last column: Löwdin charge in e.
CARTESIAN COORDINATES (ANGSTROEM)
1 N 0.62 0.24 -1.64  0.057
2 C 0.85 -0.76 0.85  -0.096
3 C 1.25 0.31 -0.09  -0.138
4 C -0.49 -0.81 0.95  -0.099
5 C -0.10 0.92 -0.63  -0.351
6 C -1.23 0.21 0.10  -0.145
7 H -1.96 -0.28 -0.57  0.117
8 H -0.17 1.99 -0.81  0.125
9 H 0.17 -0.67 -1.83  0.093
10 H -1.04 -1.52 1.55  0.088
11 H -1.81 0.90 0.73  0.108
12 H 1.69 -1.38 1.21  0.110
13 H 2.21 0.85 0.17  0.131

=====

2.
C38H63BBiF4O5P2Se | wB97M-V/def2-TZVPD

Results
E_tot   -5585.4930 a.u.
Maximum force   0.58 eV Å⁻¹
Total charge   -1

Last column: Löwdin charge in e.
CARTESIAN COORDINATES (ANGSTROEM)
1 Bi -1.70 -0.12 -0.61  1.879
2 Se -0.10 -0.65 1.90  1.068
3 P -4.56 -2.06 -1.13  0.785
4 P -3.95 -1.67 1.78  0.749
5 F -3.54 1.82 -0.41  -0.015
6 F -3.82 2.95 -2.36  0.086
7 F -5.25 1.23 -1.82  0.116
8 F -5.36 3.21 -0.66  0.152
9 O -1.73 -1.62 -4.72  0.047
10 O -0.63 1.70 -0.09  -0.334
11 O -2.15 -1.31 -2.55  -0.275
12 O 0.17 -0.99 -1.19  -0.323
13 O -1.67 1.26 -2.64  -0.130
14 C 1.27 -1.50 0.89  -0.408
15 C 5.62 -3.84 0.72  -0.072
16 C 0.16 2.03 0.91  -0.351
17 C -5.45 -1.89 -2.71  -0.274
18 C 0.67 3.36 0.97  -0.076
19 C 1.45 1.50 2.92  -0.082
20 C 0.79 -3.23 -3.04  -0.031
21 C 1.17 -1.54 -0.51  -0.337
22 C -5.39 -2.77 1.45  -0.449
23 C -1.83 0.63 -3.93  -0.479
24 C 4.27 2.28 3.85  -0.050
25 C -3.79 -3.71 -1.37  -0.281
26 C 2.18 -2.24 -1.22  -0.076
27 C 3.42 4.61 3.99  -0.072
28 C -1.87 -0.90 -3.74  -0.621
29 C -5.93 -2.52 0.04  -0.436
30 C 0.68 4.00 -1.47  -0.034
31 C -4.81 -0.04 1.79  -0.288
32 C 1.56 3.67 1.99  0.025
33 C -0.68 1.08 -4.81  -0.005
34 C 3.39 -2.65 0.88  -0.178
35 C 2.35 -2.04 1.57  -0.081
36 C -3.73 -1.88 3.59  -0.315
37 C 2.08 -1.11 -3.47  -0.035
38 C 0.86 5.78 0.23  -0.081
39 C 4.15 -4.23 2.68  -0.053
40 C 2.08 -2.45 -2.73  -0.525
41 C 2.43 2.86 5.44  -0.054
42 C 1.98 2.78 2.97  -0.179
43 C 5.28 -2.02 2.38  -0.051
44 C 0.23 4.41 -0.05  -0.527
45 C -1.29 4.58 0.00  -0.029
46 C 4.60 -3.18 1.65  -0.560
47 C 3.01 3.13 4.05  -0.560
48 C 3.26 -2.74 -0.50  0.027
49 C -3.18 1.01 -4.54  0.000
50 C 0.57 1.14 1.91  -0.403
51 C 3.24 -3.27 -3.29  -0.078
52 B -4.54 2.31 -1.31  -1.264
53 H -4.71 -1.79 -3.50  0.032
54 H 5.01 2.51 4.61  0.080
55 H 4.03 1.21 3.92  0.070
56 H -0.84 2.11 -5.14  0.087
57 H 1.51 3.43 5.60  0.089
58 H -1.59 5.38 -0.69  0.087
59 H -3.24 2.09 -4.71  0.093
60 H -2.38 1.93 -2.52  0.071
61 H 1.95 4.68 2.02  0.079
62 H 4.71 2.45 2.87  0.090
63 H -4.68 -1.77 4.12  0.033
64 H 6.47 -4.20 1.31  0.081
65 H -3.04 -1.12 3.95  0.024
66 H 1.93 -1.27 -4.54  0.090
67 H -5.06 -3.80 1.58  0.071
68 H 4.61 -1.56 3.10  0.071
69 H -6.49 -3.38 -0.34  0.072
70 H 0.72 -3.43 -4.11  0.087
71 H -1.61 4.86 1.00  0.093
72 H 0.79 -4.19 -2.51  0.091
73 H 3.09 -3.41 -4.36  0.083
74 H -4.14 0.74 2.14  0.044
75 H -3.13 -3.64 -2.24  0.029
76 H 1.28 -0.47 -3.11  0.057
77 H 2.57 5.27 4.13  0.087
78 H 3.03 -0.59 -3.31  0.090
79 H -4.54 -4.49 -1.53  0.038
80 H 5.20 -4.69 0.18  0.086
81 H -5.68 -0.08 2.45  0.046
82 H -6.61 -1.67 0.06  0.074
83 H 3.45 -3.80 3.40  0.075
84 H -3.30 -2.86 3.82  0.030
85 H -3.17 -3.97 -0.51  0.030
86 H 1.95 5.75 0.19  0.081
87 H -0.11 -2.68 -2.76  0.055
88 H 0.52 6.48 -0.52  0.081
89 H -3.26 0.49 -5.50  0.100
90 H 3.65 -5.07 2.19  0.089
91 H 6.17 -2.38 2.92  0.080
92 H 0.34 4.76 -2.19  0.084
93 H 0.56 6.17 1.21  0.085
94 H -0.61 0.43 -5.68  0.089
95 H 4.04 -3.24 -1.06  0.080
96 H -6.15 -2.58 2.21  0.072
97 H -6.06 -0.99 -2.71  0.030
98 H 2.38 -1.96 2.65  0.097
99 H 5.01 -4.61 3.23  0.080
100 H 0.27 3.04 -1.77  0.064
101 H -4.00 0.72 -3.90  0.082
102 H 1.73 0.76 3.66  0.096
103 H 2.19 1.80 5.57  0.074
104 H 3.30 -4.27 -2.84  0.084
105 H 3.89 4.86 3.03  0.084
106 H -6.09 -2.76 -2.93  0.038
107 H -1.82 3.68 -0.29  0.062
108 H 1.77 3.95 -1.53  0.087
109 H 0.26 1.04 -4.27  0.072
110 H 5.60 -1.25 1.68  0.091
111 H 3.15 3.13 6.21  0.079
112 H 6.01 -3.13 -0.01  0.086
113 H 4.14 4.81 4.78  0.080
114 H -5.12 0.24 0.79  0.016
115 H 4.21 -2.78 -3.15  0.082

=====

3.
C42H76N2O24S | wB97M-V/def2-TZVPD

Results
E_tot   -3959.4833 a.u.
Maximum force   1.65 eV Å⁻¹
Total charge   0

Last column: Löwdin charge in e.
CARTESIAN COORDINATES (ANGSTROEM)
1 S 1.97 1.79 3.51  0.999
2 O 6.99 -0.32 4.75  0.124
3 O 5.85 0.53 -4.85  0.126
4 O -9.45 1.96 3.95  -0.004
5 O -8.99 -3.09 3.09  0.041
6 O -7.87 1.56 5.38  0.012
7 O 7.73 5.84 -7.50  0.127
8 O 7.78 0.76 -6.01  0.034
9 O -8.84 -5.23 2.83  0.006
10 O 5.95 1.50 -6.90  -0.054
11 O 7.90 -4.01 -9.28  0.040
12 O -3.64 -0.23 5.45  -0.095
13 O 1.26 -1.54 -2.47  -0.045
14 O -9.93 0.10 8.85  0.010
15 O 5.71 6.78 -7.93  0.035
16 O 7.69 -2.46 4.79  0.005
17 O -4.54 -1.00 0.29  -0.055
18 O 6.01 4.70 -8.42  0.011
19 O 7.13 -3.75 -11.39  0.124
20 O -7.31 2.42 3.36  0.118
21 O 7.41 -5.77 -10.43  0.006
22 O -9.23 1.06 10.66  0.037
23 O -9.00 2.15 8.69  0.121
24 O 5.69 -2.05 4.10  0.040
25 O -7.06 -4.12 3.68  0.119
26 N 2.07 1.52 1.91  -0.211
27 N 0.66 0.98 3.94  -0.226
28 C -8.06 -6.43 2.87  -0.043
29 C 4.63 -1.13 3.77  -0.211
30 C -1.29 -0.95 1.52  -0.120
31 C 7.45 -4.44 -10.46  -0.608
32 C 4.52 1.63 -6.86  -0.027
33 C -2.80 0.31 4.40  -0.215
34 C 0.17 0.39 2.82  -0.271
35 C 7.04 8.75 -8.48  -0.067
36 C 6.47 0.90 -5.82  -0.602
37 C -7.52 -1.30 2.38  -0.050
38 C -3.59 -2.94 -0.78  -0.038
39 C 1.97 -1.07 -1.33  -0.423
40 C -3.27 -1.61 -0.04  -0.385
41 C -8.13 2.01 4.15  -0.621
42 C 8.50 0.10 -4.96  -0.203
43 C -0.45 -0.63 0.38  0.016
44 C 8.33 -1.40 -5.05  -0.056
45 C 6.86 3.56 -8.52  -0.036
46 C -0.98 -0.45 2.76  -0.125
47 C 8.97 -2.00 5.24  -0.043
48 C 6.61 -2.00 -8.84  -0.058
49 C 6.20 8.04 -7.44  -0.215
50 C 6.80 -1.49 4.57  -0.609
51 C 6.87 -6.37 -11.61  -0.042
52 C 4.88 -0.47 2.43  -0.065
53 C 7.97 -2.59 -9.13  -0.208
54 C -2.47 -1.88 1.27  -0.080
55 C -1.79 -0.78 4.00  -0.124
56 C 1.02 0.72 1.69  -0.318
57 C -8.43 -1.83 3.47  -0.205
58 C -10.19 0.14 7.45  -0.028
59 C -9.66 3.28 11.55  -0.067
60 C -6.07 2.97 6.20  -0.052
61 C 3.50 -1.11 -1.51  -0.037
62 C -8.19 -4.14 3.25  -0.608
63 C 0.65 0.16 0.43  -0.161
64 C -8.65 2.17 11.34  -0.215
65 C -6.49 1.58 5.78  -0.204
66 C 1.45 0.35 -0.87  -0.064
67 C 6.60 5.78 -7.91  -0.606
68 C -9.87 2.49 2.69  -0.040
69 C -9.35 1.20 9.33  -0.605
70 H -2.97 -3.79 -0.46  0.069
71 H -9.32 2.04 1.87  0.094
72 H 8.64 -2.40 -8.29  0.107
73 H -4.65 -3.20 -0.64  0.080
74 H -2.75 -0.97 -0.76  0.125
75 H 9.48 -1.49 4.42  0.098
76 H 7.61 3.72 -9.30  0.106
77 H 6.15 -2.50 -7.98  0.085
78 H 7.39 -6.01 -12.50  0.096
79 H 4.06 0.65 -6.97  0.101
80 H -9.26 -1.14 3.61  0.119
81 H 4.23 2.25 -7.70  0.092
82 H -6.41 0.90 6.62  0.125
83 H -7.62 -6.58 3.85  0.095
84 H 6.69 -0.93 -8.62  0.073
85 H -7.29 -6.39 2.10  0.098
86 H -7.91 -1.90 4.43  0.124
87 H 6.49 8.84 -9.42  0.081
88 H -9.24 4.08 12.15  0.079
89 H -2.37 -1.69 3.78  0.101
90 H 7.03 -7.44 -11.53  0.093
91 H -9.30 0.40 6.89  0.073
92 H -10.93 2.26 2.58  0.093
93 H 5.76 0.16 2.46  0.082
94 H -3.93 -1.09 5.11  0.078
95 H -3.49 0.57 3.57  0.123
96 H -7.17 -0.29 2.62  0.070
97 H 2.28 1.06 -0.73  0.109
98 H 1.75 -1.79 -0.52  0.135
99 H -5.86 1.19 4.98  0.104
100 H 3.81 -0.67 -2.47  0.079
101 H 8.95 -1.91 -4.31  0.084
102 H -8.04 -1.27 1.42  0.087
103 H -6.74 3.36 6.97  0.078
104 H 4.20 2.11 -5.94  0.101
105 H 4.02 0.14 2.15  0.032
106 H -4.51 -0.12 -0.10  0.091
107 H -7.77 2.53 10.81  0.122
108 H -9.98 3.70 10.59  0.074
109 H -8.73 -7.25 2.65  0.092
110 H -3.20 -1.89 2.09  0.110
111 H -2.32 1.20 4.84  0.123
112 H 8.43 -2.13 -10.01  0.126
113 H 9.55 0.36 -5.09  0.124
114 H 5.32 8.64 -7.22  0.121
115 H 1.35 -0.89 -3.17  0.092
116 H 9.55 -2.87 5.52  0.092
117 H -8.31 1.79 12.31  0.122
118 H 4.51 -0.40 4.56  0.117
119 H -6.10 3.66 5.36  0.076
120 H 8.60 -1.76 -6.04  0.063
121 H 8.19 0.48 -3.98  0.125
122 H 7.34 3.34 -7.58  0.090
123 H 6.25 2.71 -8.81  0.080
124 H -1.14 -1.05 4.85  0.131
125 H -3.45 -2.84 -1.87  0.076
126 H -9.74 3.57 2.68  0.099
127 H 5.93 -2.14 -9.68  0.077
128 H 6.75 7.90 -6.51  0.123
129 H -10.55 2.89 12.04  0.081
130 H 7.29 -1.69 -4.88  0.078
131 H 8.87 -1.34 6.10  0.095
132 H 7.32 9.74 -8.14  0.080
133 H -10.99 0.85 7.24  0.103
134 H -6.65 -1.94 2.25  0.068
135 H 3.72 -1.72 3.73  0.124
136 H -5.05 2.95 6.59  0.082
137 H -10.53 -0.85 7.14  0.094
138 H -2.06 -2.91 1.21  0.125
139 H -0.73 -1.06 -0.58  0.124
140 H 5.04 -1.22 1.65  0.078
141 H 0.78 0.69 -1.68  0.121
142 H 7.95 8.19 -8.70  0.075
143 H 4.02 -0.67 -0.64  0.066
144 H 3.78 -2.18 -1.51  0.082
145 H 5.81 -6.17 -11.68  0.099

=====

4.
C4H10P2 | wB97M-V/def2-TZVPD

Results
ΔE to the lowest compared entry with this formula, charge and spin   2.899 eV
E_tot   -840.9280 a.u.
Maximum force   4.82 eV Å⁻¹
Total charge   0

Last column: Löwdin charge in e.
CARTESIAN COORDINATES (ANGSTROEM)
1 P 2.98 -1.29 -0.65  0.679
2 P 1.98 1.49 -0.19  0.718
3 C -0.78 0.72 0.42  -0.310
4 C 1.33 -1.32 -0.49  -0.467
5 C 0.43 0.59 -0.47  -0.549
6 C -1.80 -0.39 0.11  -0.098
7 H 0.74 -2.24 -0.50  -0.015
8 H -2.09 -0.25 -0.87  0.049
9 H -0.59 0.59 1.46  0.096
10 H -2.65 -0.19 0.75  0.080
11 H -1.18 1.71 -0.04  0.142
12 H 2.00 2.18 -1.38  -0.130
13 H 0.25 0.43 -1.51  0.047
14 H 1.21 2.61 0.48  -0.057
15 H 3.15 -2.59 -0.73  -0.205
16 H -1.37 -1.26 0.37  0.021

=====

5.
C35H50BrClF4FeGeN2O4PSi4 | wB97M-V/def2-TZVPD

Results
ΔE to the lowest compared entry with this formula, charge and spin   0.000 eV
Spin multiplicity   6
⟨S²⟩   8.766
E_tot   -10047.5437 a.u.
Maximum force   0.70 eV Å⁻¹
Total charge   0

Last column: Löwdin spin population.
CARTESIAN COORDINATES (ANGSTROEM)
1 Br 0.26 3.78 -0.45  0.031
2 Ge -1.13 -1.31 0.08  0.172
3 Fe -0.41 0.98 -1.05  3.649
4 Cl -0.02 0.80 -4.00  0.004
5 P 2.12 1.12 -0.50  0.017
6 Si -1.40 2.79 3.09  0.007
7 Si -3.33 -1.65 -0.92  0.022
8 Si 0.11 -4.04 -1.39  0.485
9 Si -1.36 -2.44 2.19  0.031
10 F 3.95 6.15 -3.15  0.000
11 F 5.61 4.01 -3.09  0.000
12 F 1.55 6.03 -1.94  0.001
13 F 4.90 1.78 -1.85  0.001
14 O -1.21 1.11 -4.74  0.002
15 O 0.33 1.96 -3.17  0.023
16 O 1.06 0.46 -4.87  0.005
17 O -0.27 -0.28 -3.05  0.027
18 N -2.23 2.02 -1.49  0.023
19 N -2.49 2.66 -2.64  0.002
20 C 2.96 -0.68 -2.42  0.001
21 C -1.37 0.47 1.08  0.043
22 C 4.12 -0.85 -0.32  0.001
23 C -3.28 2.27 -0.70  0.006
24 C 4.01 2.77 -1.88  0.002
25 C 4.67 -2.34 -2.13  0.001
26 C -1.34 -4.31 2.03  0.013
27 C 4.87 -1.90 -0.83  0.000
28 C 2.13 0.39 2.13  0.001
29 C 4.02 2.24 2.97  0.000
30 C 3.16 -0.23 -1.12  0.003
31 C 0.05 -1.98 3.35  0.003
32 C 2.58 0.37 3.45  0.000
33 C 2.65 1.30 1.23  0.000
34 C 3.57 5.03 -2.55  0.001
35 C 3.52 1.30 3.86  0.001
36 C 0.35 -3.53 -3.18  0.082
37 C -2.94 -1.95 3.08  0.008
38 C 3.72 -1.72 -2.93  0.000
39 C -1.36 1.38 1.90  0.049
40 C -2.34 4.19 2.29  0.000
41 C -0.45 -5.84 -1.31  0.087
42 C -4.77 -1.06 0.14  0.004
43 C 0.33 3.33 3.55  0.001
44 C 1.95 3.79 -1.30  0.002
45 C -3.56 -0.89 -2.63  0.000
46 C 4.41 3.94 -2.52  0.000
47 C -3.56 -3.50 -1.21  0.024
48 C -3.67 3.29 -2.60  0.006
49 C 1.72 -3.82 -0.43  0.080
50 C -4.21 3.08 -1.35  0.002
51 C 2.34 4.96 -1.92  0.001
52 C -2.30 2.18 4.61  0.002
53 C 3.59 2.24 1.65  0.001
54 C 2.77 2.65 -1.28  0.004
55 H -2.99 -3.82 -2.08  0.007
56 H -1.90 2.50 -3.44  0.000
57 H -0.41 -4.66 1.59  0.003
58 H 1.02 -2.29 2.96  0.000
59 H 0.07 -0.90 3.52  0.000
60 H -1.41 -4.75 3.03  0.001
61 H -3.81 -2.49 2.70  0.000
62 H 5.26 -3.16 -2.52  0.000
63 H -3.25 -4.12 -0.37  0.003
64 H 4.30 -0.52 0.69  0.000
65 H 2.18 -0.35 4.14  0.000
66 H -0.53 -6.20 -0.29  0.000
67 H -3.35 3.88 2.02  0.000
68 H -5.14 3.45 -0.96  0.000
69 H 1.10 -4.17 -3.64  0.014
70 H -3.14 -0.88 3.01  0.000
71 H 0.86 3.77 2.70  0.000
72 H 0.91 2.49 3.91  0.000
73 H 4.00 2.96 0.96  0.000
74 H -4.62 -0.07 0.56  0.000
75 H 4.75 2.97 3.29  0.000
76 H 2.22 -0.20 -3.06  0.000
77 H 0.68 -2.49 -3.24  0.001
78 H 0.27 -6.47 -1.84  0.016
79 H -0.11 -2.47 4.32  0.001
80 H -1.79 1.31 5.04  0.000
81 H -3.32 1.88 4.36  0.000
82 H 2.54 -4.37 -0.92  0.013
83 H 2.00 -2.77 -0.39  0.002
84 H -2.77 -1.20 -3.32  0.000
85 H -2.17 -4.69 1.44  0.001
86 H 0.29 4.08 4.35  0.000
87 H -1.42 -5.97 -1.79  0.001
88 H -2.84 -2.20 4.14  0.001
89 H 5.62 -2.38 -0.21  0.000
90 H -5.68 -1.04 -0.48  0.001
91 H -4.04 3.84 -3.45  0.001
92 H -4.62 -3.70 -1.41  0.002
93 H 1.38 -0.33 1.80  0.001
94 H 3.55 -2.06 -3.94  0.000
95 H -3.29 1.86 0.30  0.000
96 H 1.63 -4.19 0.59  0.000
97 H -2.42 5.04 2.98  0.000
98 H -4.52 -1.27 -3.02  0.000
99 H -4.96 -1.75 0.97  0.000
100 H 3.87 1.29 4.89  0.000
101 H -2.35 2.96 5.37  0.000
102 H -3.61 0.20 -2.64  0.000
103 H -0.58 -3.62 -3.75  0.001
104 H -1.85 4.55 1.38  0.000

=====

6.
CClIS | wB97M-V/def2-TZVPD

Results
ΔE to the lowest compared entry with this formula, charge and spin   2.227 eV
E_tot   -1194.0538 a.u.
Maximum force   3.08 eV Å⁻¹
Total charge   0

Last column: Löwdin charge in e.
CARTESIAN COORDINATES (ANGSTROEM)
1 I -1.66 1.36 -1.74  0.925
2 Cl 0.84 -1.46 2.77  -0.410
3 S 0.79 -0.40 0.01  0.687
4 C 0.03 0.50 -1.04  -1.203

=====

Question: Which of these has the highest maximum force?
Answer: C4H10P2

=====

Question: Which of these has the lowest E_tot?
Answer: C35H50BrClF4FeGeN2O4PSi4

=====

Question: Which of these has the lowest E_tot?
Answer: C35H50BrClF4FeGeN2O4PSi4

=====

Question: Among the records above, which one has the highest maximum force?
Answer: C4H10P2